(1)
Formula: C38H80N4O6
Source: OMol25
Level of theory: wB97M-V/def2-TZVPD

As for the HOMO-LUMO gap: 4.3 eV. As for the total charge: -2.

Positions of all 128 atoms, in Å:
O1 -0.94 -1.10 1.19
C1 -0.31 -0.67 -0.03
C2 1.07 -1.45 -0.46
O2 2.10 -1.70 0.47
H1 -0.20 0.41 -0.10
H2 -1.14 -0.79 -0.72
H3 1.45 -1.11 -1.43
H4 0.77 -2.43 -0.85
C3 3.06 -0.93 3.05
C4 2.05 0.15 3.49
C5 2.00 1.20 2.30
C6 0.85 2.12 2.35
C7 -0.36 1.29 2.30
C8 -0.49 0.42 3.56
N1 0.67 -0.39 3.58
O3 0.59 -1.43 4.53
C9 -0.79 1.28 4.79
C10 -1.81 -0.41 3.46
C11 2.57 0.78 4.82
H5 3.20 -1.74 3.77
H6 4.05 -0.47 3.06
H7 2.89 -1.26 2.02
H8 2.86 1.88 2.37
H9 2.23 0.65 1.39
H10 0.87 2.75 1.46
H11 1.10 2.77 3.19
H12 -0.35 0.57 1.48
H13 -1.19 1.99 2.31
H14 -1.86 1.50 4.80
H15 -0.53 0.90 5.78
H16 -0.38 2.29 4.70
H17 -2.15 -0.84 4.40
H18 -2.66 0.24 3.23
H19 -1.71 -1.24 2.75
H20 3.00 0.09 5.54
H21 1.76 1.38 5.24
H22 3.29 1.58 4.64
H23 0.87 -1.00 5.33
C12 3.22 -1.34 -2.46
C13 4.42 -1.10 -1.42
C14 4.08 0.03 -0.45
C15 5.05 0.35 0.78
C16 5.44 -0.96 1.54
C17 5.91 -2.11 0.63
N2 4.91 -2.21 -0.48
O4 5.21 -3.32 -1.29
C18 7.32 -1.84 0.17
C19 5.85 -3.36 1.52
C20 5.61 -0.57 -2.31
H24 2.32 -1.67 -1.96
H25 3.50 -2.23 -3.03
H26 3.23 -0.52 -3.19
H27 3.92 0.98 -0.96
H28 3.05 -0.10 -0.12
H29 4.50 1.07 1.39
H30 5.89 0.93 0.41
H31 4.66 -1.18 2.27
H32 6.39 -0.69 2.00
H33 7.66 -0.81 0.24
H34 8.07 -2.22 0.87
H35 7.71 -2.25 -0.76
H36 4.85 -3.54 1.92
H37 6.18 -4.22 0.93
H38 6.48 -3.38 2.41
H39 6.00 -1.21 -3.11
H40 6.36 -0.56 -1.52
H41 5.49 0.42 -2.75
H42 6.11 -3.06 -1.53
C21 -3.53 0.43 -3.63
C22 -2.35 1.50 -3.76
C23 -1.45 1.54 -2.54
C24 -0.28 0.56 -2.46
C25 0.47 0.67 -3.82
C26 -0.40 0.51 -5.05
N3 -1.56 1.45 -4.99
O5 -2.27 1.51 -6.21
C27 0.59 0.97 -6.20
C28 -0.77 -0.94 -5.39
C29 -3.14 2.85 -3.57
H43 -3.21 -0.60 -3.78
H44 -4.22 0.58 -4.46
H45 -4.21 0.48 -2.78
H46 -0.98 2.53 -2.52
H47 -2.02 1.49 -1.62
H48 -0.60 -0.48 -2.34
H49 0.25 0.87 -1.56
H50 1.28 -0.06 -3.89
H51 1.02 1.61 -3.81
H52 0.07 0.96 -7.16
H53 1.01 1.96 -6.01
H54 1.57 0.49 -6.23
H55 -1.36 -1.38 -4.58
H56 -1.41 -1.12 -6.25
H57 0.14 -1.53 -5.51
H58 -2.56 3.77 -3.68
H59 -3.50 2.84 -2.54
H60 -3.99 2.88 -4.25
H61 -2.14 2.42 -6.46
C30 -3.80 -1.36 3.10
C31 -4.68 -0.92 1.91
C32 -6.00 -0.28 2.54
C33 -6.74 0.79 1.73
C34 -5.68 1.72 1.17
C35 -4.55 1.11 0.35
N4 -3.90 0.09 1.14
O6 -2.71 -0.52 0.47
C36 -5.17 0.58 -0.99
C37 -3.67 2.31 0.03
C38 -5.25 -2.03 1.04
H62 -4.41 -2.09 3.63
H63 -2.89 -1.88 2.79
H64 -3.47 -0.49 3.68
H65 -6.81 -1.01 2.59
H66 -5.91 0.27 3.47
H67 -7.30 0.30 0.93
H68 -7.48 1.27 2.36
H69 -5.39 2.46 1.92
H70 -6.14 2.54 0.62
H71 -4.64 -0.12 -1.63
H72 -5.43 1.34 -1.73
H73 -6.14 0.10 -0.82
H74 -3.46 3.07 0.77
H75 -3.87 2.78 -0.93
H76 -2.63 2.01 -0.12
H77 -4.56 -2.29 0.24
H78 -5.44 -2.95 1.59
H79 -6.21 -1.79 0.57
H80 -2.00 -0.37 1.10

(2)
Formula: C38H80N9O9S2
Source: OMol25
Level of theory: wB97M-V/def2-TZVPD

The multiplicity is 2. The expectation value of S² is 0.754. As for the HOMO-LUMO gap (spin up / spin down): 8.0 / 8.0 eV.

Positions of all 138 atoms, in Å:
C1 -3.29 0.75 3.11
C2 -2.98 0.94 1.61
C3 -1.79 0.04 1.31
C4 -4.22 0.54 0.84
C5 -4.24 0.96 -0.64
C6 -5.67 1.20 -1.17
C7 -6.70 0.15 -0.72
C8 -7.94 0.64 0.05
S1 -7.60 1.93 1.30
C9 -9.06 2.97 1.30
S2 -10.24 2.64 2.37
N1 -9.21 4.08 0.46
C10 -8.22 4.19 -0.62
C11 -7.01 4.99 -0.17
O1 -7.40 6.34 -0.14
C12 -8.63 6.55 0.56
C13 -9.21 5.34 1.28
C14 -3.36 2.19 -1.04
C15 -2.39 2.78 0.02
C16 -0.93 2.48 -0.37
C17 -2.53 4.31 -0.04
N2 -2.69 2.38 1.40
O2 -3.55 3.13 2.00
H1 -3.26 -0.32 3.29
H2 -4.29 1.08 3.36
H3 -2.53 1.19 3.73
H4 -0.97 0.34 1.97
H5 -1.43 0.09 0.29
H6 -2.02 -0.97 1.59
H7 -5.12 0.86 1.35
H8 -4.24 -0.55 0.85
H9 -3.87 0.12 -1.22
H10 -5.97 2.21 -0.94
H11 -5.60 1.16 -2.25
H12 -6.24 -0.64 -0.14
H13 -7.09 -0.32 -1.61
H14 -8.73 0.99 -0.60
H15 -8.34 -0.20 0.59
H16 -8.68 4.77 -1.41
H17 -7.97 3.22 -1.03
H18 -6.63 4.65 0.79
H19 -6.23 4.89 -0.91
H20 -8.44 7.30 1.33
H21 -9.34 6.99 -0.14
H22 -8.71 5.20 2.23
H23 -10.24 5.58 1.51
H24 -3.99 2.98 -1.41
H25 -2.77 1.87 -1.89
H26 -0.31 2.55 0.52
H27 -0.83 1.52 -0.84
H28 -0.57 3.24 -1.05
H29 -3.55 4.63 0.02
H30 -1.89 4.80 0.68
H31 -2.17 4.61 -1.02
C18 2.11 1.95 -3.44
O3 1.90 1.36 -2.40
N3 1.22 2.11 -4.43
C19 1.55 2.82 -5.66
C20 -0.10 1.53 -4.28
H32 3.09 2.43 -3.65
H33 0.87 3.67 -5.78
H34 1.44 2.15 -6.50
H35 2.57 3.18 -5.62
H36 -0.59 1.95 -3.41
H37 -0.02 0.45 -4.14
H38 -0.69 1.73 -5.17
C21 2.12 -0.39 3.98
O4 1.39 -0.88 3.13
N4 2.59 0.86 3.95
C22 3.46 1.39 4.98
C23 2.22 1.72 2.83
H39 2.47 -0.96 4.86
H40 2.99 2.26 5.45
H41 4.41 1.69 4.54
H42 3.64 0.64 5.75
H43 1.13 1.83 2.79
H44 2.55 1.26 1.90
H45 2.68 2.69 2.94
C24 4.78 -3.93 3.74
O5 5.58 -4.60 4.36
N5 3.75 -4.41 3.03
C25 2.83 -3.55 2.31
C26 3.54 -5.85 2.97
H46 4.84 -2.82 3.71
H47 1.82 -3.68 2.68
H48 2.86 -3.79 1.25
H49 3.11 -2.51 2.44
H50 3.39 -6.24 3.98
H51 4.42 -6.34 2.55
H52 2.67 -6.05 2.36
C27 6.21 1.42 2.05
O6 5.53 2.38 2.39
N6 7.48 1.20 2.46
C28 8.20 0.02 2.05
C29 8.11 2.17 3.33
H53 5.84 0.64 1.38
H54 8.50 -0.56 2.93
H55 9.10 0.30 1.49
H56 7.57 -0.60 1.41
H57 7.54 2.28 4.26
H58 8.15 3.15 2.84
H59 9.12 1.84 3.56
C30 2.33 -0.91 -7.42
O7 1.67 0.09 -7.18
N7 3.53 -1.17 -6.87
C31 4.27 -2.38 -7.19
C32 4.09 -0.21 -5.94
H60 1.98 -1.70 -8.11
H61 4.44 -2.96 -6.29
H62 5.24 -2.12 -7.63
H63 3.72 -2.98 -7.90
H64 3.42 -0.09 -5.09
H65 4.21 0.76 -6.42
H66 5.06 -0.57 -5.59
C33 6.80 -2.10 -0.96
O8 6.68 -0.96 -0.54
N8 5.79 -2.98 -1.04
C34 5.99 -4.33 -1.54
C35 4.47 -2.57 -0.61
H67 7.76 -2.50 -1.31
H68 5.36 -4.50 -2.42
H69 5.72 -5.06 -0.78
H70 7.03 -4.48 -1.82
H71 4.13 -1.71 -1.19
H72 4.49 -2.27 0.44
H73 3.77 -3.39 -0.73
C36 0.33 -7.27 0.60
O9 1.38 -6.65 0.65
N9 -0.80 -6.90 1.23
C37 -2.02 -7.68 1.14
C38 -0.79 -5.68 2.01
H74 0.23 -8.21 0.03
H75 -2.82 -7.08 0.70
H76 -2.33 -8.01 2.13
H77 -1.86 -8.56 0.52
H78 -0.54 -4.83 1.38
H79 -0.05 -5.75 2.81
H80 -1.78 -5.52 2.45

Number 2 is which compound? C38H80N9O9S2